Record 1
The following is a DFT calculation (ωB97M-V with the def2-TZVPD basis set) of a structure of composition C30H47FP2Tc in a non-equilibrium geometry.

CARTESIAN COORDINATES (ANGSTROEM)
1 Tc -0.18527 0.26411 0.66997
2 C 1.80289 -0.79163 0.15990
3 C 0.56908 -1.53854 -0.09800
4 C 1.17215 -0.33930 -2.03235
5 C 2.16968 -0.10525 -1.05676
6 C 0.19969 -1.22215 -1.48321
7 C 2.83598 -1.25625 1.11941
8 H 2.39407 -1.57936 2.06418
9 H 3.56790 -0.47468 1.33479
10 H 3.38402 -2.11396 0.70134
11 C 3.47687 0.53965 -1.29792
12 H 3.99509 0.74975 -0.35238
13 H 3.36721 1.50230 -1.82912
14 H 4.14524 -0.10793 -1.89859
15 C 1.22912 0.11357 -3.44569
16 H 1.92174 -0.50687 -4.03421
17 H 1.57742 1.15077 -3.51825
18 H 0.23984 0.06091 -3.91665
19 C -0.76056 -2.01729 -2.25288
20 H -0.22259 -2.65521 -2.96393
21 H -1.45162 -1.39110 -2.81906
22 H -1.34470 -2.66947 -1.60851
23 C 0.35864 -2.87483 0.54577
24 H 1.08042 -3.63529 0.20093
25 H -0.63843 -3.26592 0.33665
26 H 0.46518 -2.81096 1.63399
27 C -0.88663 1.51811 2.28104
28 C -0.54303 0.21594 2.74773
29 C -1.59437 -0.77891 3.23200
30 C -2.62542 -1.10182 2.13982
31 C -2.09278 -0.78034 0.75971
32 C -2.24269 0.44084 0.05525
33 C -2.82623 1.69596 0.62872
34 C -2.29153 2.01944 2.03552
35 H -2.06322 -0.40743 4.15166
36 H -3.61006 -0.63458 2.34244
37 H -1.12904 -1.72263 3.55471
38 H -2.97610 1.68462 2.83291
39 H -0.22030 2.31803 2.61403
40 H 0.37514 0.15886 3.32957
41 H -2.25029 3.12156 2.12268
42 H -2.56390 2.52093 -0.05008
43 H -2.46367 0.28887 -1.01231
44 H -3.92750 1.68386 0.59123
45 H -2.84703 -2.18272 2.17642
46 H -2.18841 -1.64292 0.09888
47 P -6.05586 3.02733 0.85904
48 P -7.60461 2.79041 -1.66061
49 C -7.84877 3.66876 0.97116
50 C -8.39482 3.96797 -0.41462
51 H -7.84958 4.57702 1.59250
52 H -8.45805 2.91940 1.50355
53 H -9.48918 3.85125 -0.44862
54 H -8.17862 4.99979 -0.73558
55 C -8.49364 3.66559 -3.03248
56 H -8.40656 3.09733 -3.96391
57 H -8.08091 4.67066 -3.17341
58 H -9.56047 3.75807 -2.78720
59 C -8.97059 1.54366 -1.48182
60 H -9.94608 2.04860 -1.44726
61 H -8.83090 0.95610 -0.56901
62 H -8.95467 0.88762 -2.36006
63 C -5.37707 4.61961 1.51626
64 H -4.30845 4.50873 1.73582
65 H -5.92566 4.92472 2.41889
66 H -5.51365 5.38926 0.74103
67 C -6.26820 1.98181 2.36649
68 H -6.95316 1.16018 2.10740
69 H -6.70805 2.56679 3.18666
70 H -5.29943 1.56336 2.66532
71 F 4.54936 4.52141 2.05189
72 C 3.54024 3.61242 1.81483
73 C 3.40299 2.53517 2.68044
74 C 2.44356 1.55552 2.37044
75 C 1.57666 1.74010 1.29890
76 C 1.75124 2.81443 0.44126
77 C 2.73455 3.78271 0.70315
78 H 4.04784 2.42119 3.54795
79 H 2.42014 0.66368 2.98459
80 H 1.12916 2.90153 -0.44929
81 H 2.86878 4.62894 0.03813

Values from the calculation:
* multiplicity: 4
* ΔE to the lowest compared entry with this formula, charge and spin: 0.0000 eV
* expectation value of S²: 3.888
* gap between HOMO and LUMO (spin up / spin down): 6.45 / 4.16 eV
* total charge: +2

---

Record 2
The following is a DFT calculation (ωB97M-V with the def2-TZVPD basis set) of a cluster of 5 separate species, C30H47IN3O13S2 in total.

CARTESIAN COORDINATES (ANGSTROEM)
1 S -3.10767 -1.69163 1.25630
2 C -2.46452 -2.38329 -0.08043
3 S -2.70293 -1.57296 -1.67744
4 C -1.27743 -0.46797 -1.64814
5 C -1.61294 0.76098 -2.49454
6 C -0.38958 1.57138 -2.97278
7 N 0.89186 1.16864 -2.37054
8 C 1.78952 0.51951 -3.08967
9 N 2.84150 0.27407 -2.32028
10 C 2.59587 0.77784 -1.06864
11 C 1.37732 1.34509 -1.07813
12 C 0.68596 1.97083 0.08753
13 C -0.20662 3.18262 -0.16905
14 C -0.74174 3.72429 1.15690
15 I -2.53694 2.72160 1.71682
16 N -1.83684 -3.58564 -0.14078
17 C -0.71286 -3.77251 -1.08223
18 C 0.54231 -3.15307 -0.47975
19 O 0.88395 -3.84241 0.70549
20 C -0.15054 -3.65314 1.66229
21 C -1.45494 -4.23701 1.12905
22 H -0.39500 -0.98762 -2.03613
23 H -1.07553 -0.18512 -0.61089
24 H -2.14972 0.44096 -3.39120
25 H -2.29906 1.39924 -1.93286
26 H -0.24983 1.40849 -4.03766
27 H -0.53274 2.63464 -2.79020
28 H 1.67552 0.24184 -4.12639
29 H 3.67356 -0.20750 -2.62040
30 H 3.28723 0.69795 -0.24703
31 H 1.46740 2.22854 0.80951
32 H 0.06803 1.20043 0.56989
33 H 0.33758 3.97284 -0.69439
34 H -1.06539 2.87389 -0.76843
35 H -1.00192 4.77847 1.09177
36 H -0.03160 3.58719 1.97109
37 H -0.95084 -3.42335 -2.08641
38 H -0.53842 -4.85155 -1.14502
39 H 0.35710 -2.09696 -0.22273
40 H 1.38547 -3.19958 -1.17149
41 H -0.26041 -2.58419 1.88516
42 H 0.14119 -4.17052 2.57710
43 H -1.27051 -5.28886 0.88970
44 H -2.26765 -4.19612 1.85180
45 C -1.91313 -4.43473 -6.92690
46 C -0.86842 -3.51068 -6.36693
47 C -0.62120 -3.60772 -4.87323
48 O -0.20139 -2.26460 -4.55040
49 C -0.76829 -1.43843 -5.46059
50 O -0.80252 -0.24800 -5.33777
51 O -1.28720 -2.12463 -6.47617
52 H -2.87284 -4.26909 -6.43710
53 H -2.04097 -4.27103 -7.99510
54 H -1.60792 -5.46952 -6.77099
55 H 0.07322 -3.59870 -6.91442
56 H 0.15399 -4.31374 -4.59031
57 H -1.54168 -3.81400 -4.32185
58 C -4.96141 -2.61658 4.66578
59 C -4.61984 -4.08023 4.66267
60 C -5.33106 -4.91957 3.61972
61 O -5.36952 -6.20653 4.24245
62 C -5.34979 -6.02010 5.58785
63 O -5.55942 -6.86437 6.39193
64 O -5.05377 -4.72829 5.87141
65 H -6.02909 -2.46652 4.82885
66 H -4.42377 -2.09063 5.45337
67 H -4.68333 -2.18611 3.70410
68 H -3.53700 -4.22559 4.58829
69 H -4.81305 -4.98589 2.66639
70 H -6.35578 -4.57383 3.46119
71 C 0.62246 7.67670 -1.07049
72 C 1.02373 7.28457 0.32503
73 C 2.14673 8.09044 0.94734
74 O 2.74186 7.13494 1.84142
75 C 2.50552 5.90639 1.35636
76 O 3.01196 4.90465 1.75941
77 O 1.60831 5.95821 0.34623
78 H 1.47428 7.60548 -1.74736
79 H -0.16943 7.02953 -1.44554
80 H 0.25348 8.70221 -1.07264
81 H 0.15798 7.26371 0.99297
82 H 1.82228 8.96188 1.50724
83 H 2.89345 8.37943 0.20472
84 C 6.35002 1.83240 4.62740
85 C 5.89744 1.64330 3.20610
86 C 4.65693 2.41069 2.79808
87 O 4.10470 1.55404 1.77527
88 C 4.50825 0.28742 2.04040
89 O 4.06035 -0.67604 1.49410
90 O 5.45969 0.27980 2.97825
91 H 5.55960 1.54658 5.32161
92 H 7.22726 1.22380 4.83899
93 H 6.60712 2.87869 4.79301
94 H 6.71383 1.83645 2.50514
95 H 4.83775 3.40054 2.39498
96 H 3.93455 2.47633 3.61381

Values from the calculation:
* multiplicity: 1
* gap between HOMO and LUMO: 8.26 eV
* total charge: +1

---

Looking at electronic energy for the records above, in order, we have -2033.930828, -3407.668765 hartree.